Entry 1:
{"formula": "C10H11F2N2S", "method": "the ωB97M-V functional and the def2-TZVPD basis", "symbols": ["H", "H", "C", "C", "H", "C", "H", "H", "C", "C", "H", "H", "H", "N", "H", "F", "C", "C", "N", "C", "F", "H", "C", "H", "C", "S"], "coordinates": [[-1.7923, -2.2734, 0.6431], [-1.3747, 1.4794, -0.7410], [-3.2249, 0.6070, -0.3613], [2.9884, -0.6354, -0.2181], [-3.8400, 2.5009, -0.2237], [3.3072, 1.4909, 0.9204], [4.2429, 1.6354, 0.4344], [-5.0828, 1.4663, -0.6899], [-2.0973, -1.6676, -0.1905], [0.9978, 0.6261, 0.2635], [2.7373, -2.5399, -1.2029], [0.6188, 1.4664, 0.8794], [-1.9904, -2.2722, -1.1009], [-4.0479, 1.5907, -0.5633], [3.6923, 1.0504, 1.9088], [-1.4238, -0.2003, 2.0178], [0.2346, -0.4194, -0.2095], [2.3907, 0.5088, 0.2949], [-1.8693, 0.7162, -0.3463], [-1.2369, -0.4219, -0.0378], [4.2919, -0.7165, -0.0716], [0.1880, -2.2322, -1.1070], [2.2426, -1.6944, -0.7932], [2.9429, 2.4567, 1.1701], [0.8898, -1.5698, -0.6402], [-3.7850, -0.9520, -0.0351]], "forces_ev_per_a": [[-0.500, -0.394, 0.598], [0.416, 0.961, -0.062], [0.608, -0.886, 0.346], [-1.355, -0.685, -0.349], [0.586, 0.892, -0.050], [1.012, -0.964, 2.524], [0.514, 0.015, -1.017], [1.610, -0.335, 0.241], [0.164, 1.154, 0.521], [1.063, 1.157, 1.413], [0.178, -0.596, -0.275], [-0.234, -0.531, -0.788], [0.024, 0.615, -0.030], [-2.289, 0.756, -0.341], [-0.755, 0.497, -1.070], [0.087, -0.454, -2.862], [-0.695, -0.320, 0.995], [-0.227, 0.222, -0.464], [-2.180, 0.233, -0.300], [2.240, -1.088, 1.609], [0.615, -0.428, -0.379], [0.309, -1.092, -0.059], [0.718, 1.635, 1.458], [-0.867, 0.683, 0.004], [-1.348, -0.001, -1.565], [0.306, -1.045, -0.099]], "lumo_energy_ev": -4.8, "orbital_gap_ev": 7.76, "e_above_lowest_kcal_mol": 8.7, "homo_ev": -12.52, "total_charge": 1, "max_force_ev_per_a": 3.0}



Entry 2:
{"formula": "C10H11F9N5OS", "method": "the ωB97M-V functional and the def2-TZVPD basis", "symbols": ["C", "H", "H", "C", "F", "C", "C", "C", "C", "C", "F", "H", "F", "N", "H", "F", "O", "C", "F", "H", "H", "H", "N", "N", "C", "F", "S", "F", "C", "F", "H", "H", "N", "H", "N", "F", "H"], "coordinates": [[1.8646, 0.5603, 2.2299], [-1.3845, -1.8900, 1.3859], [-4.0916, -0.6322, -0.7514], [-3.7695, -0.0808, -1.6274], [0.6067, 1.9419, 0.8226], [0.8142, -0.5229, 1.9019], [1.8705, 1.6437, 1.1331], [-1.9504, -1.6200, 0.5009], [-1.3929, -0.6738, -1.7286], [1.1968, -1.4520, 0.7204], [3.8644, 3.0176, 0.4926], [-2.6487, -0.8418, 0.7950], [1.5134, 1.0553, 3.4098], [-0.2525, -0.3784, -2.3393], [-4.3672, 0.7699, -1.9323], [1.5856, 3.6282, 2.5806], [-0.1348, 0.1624, -3.5948], [-2.6836, -0.4501, -2.3450], [3.0364, -0.0674, 2.2982], [-1.9813, -3.5299, -0.1412], [0.9150, -2.4809, 0.9312], [-2.7363, -0.5625, -3.4217], [0.8181, -0.6067, -1.5914], [-1.0156, -1.1358, -0.5418], [-0.3422, -0.7984, -4.4815], [1.9017, 3.9964, 0.4177], [2.7369, 3.2754, 1.5686], [3.4156, 4.6391, 1.9159], [0.3825, -1.0684, -0.4846], [2.4045, 1.1724, 0.0240], [-0.1806, -0.1010, 1.8217], [-3.2485, -2.6224, -0.6994], [-0.7217, -1.6082, -5.2404], [2.2285, -1.3558, 0.4023], [-2.6601, -2.8182, 0.0996], [3.6063, 2.5781, 2.6709], [0.8004, -1.1432, 2.7981]], "forces_ev_per_a": [[-1.675, -1.320, -1.003], [0.330, 0.223, -0.072], [0.597, 0.964, 0.869], [0.138, -0.236, -0.137], [-0.803, 0.125, 0.298], [0.692, -0.698, 0.329], [0.366, 0.944, 0.419], [-0.417, -1.452, 0.165], [-0.803, -1.105, -0.676], [-1.332, 0.885, -0.837], [0.303, -0.332, 0.194], [0.084, 0.233, -0.224], [0.192, 0.603, 0.685], [-0.139, -0.048, 0.345], [-0.879, -0.847, -0.788], [-0.131, -0.406, 0.463], [0.260, -0.290, -0.017], [-0.291, -0.029, 0.357], [0.972, 0.220, 0.201], [-0.253, -0.269, -0.041], [0.421, -0.150, 0.239], [0.444, 1.446, -0.261], [1.574, 0.445, -1.177], [0.247, 0.363, 1.020], [-1.309, -1.689, -1.966], [-0.105, -0.015, -0.012], [0.039, 1.029, -1.138], [0.091, 0.172, 0.083], [-0.896, -0.306, 0.824], [0.625, -0.674, -0.497], [0.032, 0.242, -0.128], [-0.103, -0.366, -0.065], [1.159, 1.848, 1.756], [0.191, -0.270, 0.297], [0.350, 0.946, 0.035], [-0.042, -0.286, 0.318], [0.074, 0.096, 0.144]], "lumo_energy_ev": -5.1, "smiles": "C=Cc1n(OC#N)nc(CCC(F)(F)C(F)(F)S(F)(F)(F)(F)F)[n+]1CN", "orbital_gap_ev": 8.94, "homo_ev": -14.01, "total_charge": 1, "max_force_ev_per_a": 2.9}



Entry 3:
{"formula": "C10H11FN2O", "method": "the ωB97M-V functional and the def2-TZVPD basis", "symbols": ["N", "C", "H", "H", "C", "H", "C", "H", "H", "C", "C", "C", "N", "H", "H", "H", "H", "C", "C", "H", "C", "F", "O", "C", "H"], "coordinates": [[-2.1923, -0.4621, 0.8025], [-1.8747, 1.8884, 0.2112], [0.1217, -2.9571, -1.1481], [-1.7670, -1.2637, 1.0806], [-1.4145, 0.6118, 0.3704], [-3.1278, -0.2849, 0.9748], [0.7994, 1.3039, -0.1948], [-1.3999, -2.2048, -0.5620], [-0.4042, -3.0404, 0.4216], [-0.0461, 0.2474, 0.1419], [-0.3169, -2.3820, -0.3810], [2.8853, 0.1519, 0.0371], [2.1654, 1.2648, -0.4199], [0.9255, 3.4754, -0.5570], [-2.8607, 1.9851, 0.4532], [2.3615, -2.0470, -0.3107], [2.7529, 2.0567, -0.2740], [1.7214, -1.2748, -0.0775], [0.3996, -1.1348, 0.0234], [-1.3700, 3.8624, -0.1734], [0.3098, 2.5967, -0.3245], [3.1304, 0.3475, 1.4852], [4.0913, 0.0235, -0.5108], [-0.9559, 2.8902, -0.1008], [4.8396, -0.1687, 0.0123]], "forces_ev_per_a": [[0.008, 3.347, -1.575], [2.020, -0.976, 0.047], [0.622, -0.120, -1.122], [0.954, -2.291, 1.091], [1.390, -2.235, 0.270], [-1.771, -0.036, 0.564], [0.609, 1.022, 0.215], [0.831, 0.019, -0.729], [0.208, -1.267, 1.790], [-1.025, 0.942, -0.636], [-2.970, 1.087, 0.413], [-3.927, -2.523, 2.424], [1.193, -2.756, -0.113], [0.363, -0.816, 0.005], [-2.568, 1.082, 0.412], [0.585, -2.159, -0.512], [-0.350, 1.150, -0.176], [2.907, 5.008, 0.866], [2.694, -0.033, -1.041], [0.092, 1.015, -0.145], [1.705, 1.426, -0.240], [-0.078, -0.337, -1.014], [-0.638, 0.397, -2.701], [-3.490, -0.496, 0.317], [0.636, -0.448, 1.588]], "lumo_energy_ev": 0.8, "smiles": "CC1=C[C@](O)(F)Nc2cccc(N)c21", "orbital_gap_ev": 8.62, "e_above_lowest_kcal_mol": 10.1, "homo_ev": -7.77, "max_force_ev_per_a": 5.9}



Entry 4:
{"formula": "C10H11N2O2", "method": "the ωB97M-V functional and the def2-TZVPD basis", "symbols": ["H", "N", "H", "C", "O", "H", "H", "H", "H", "O", "C", "C", "C", "N", "C", "C", "C", "H", "H", "C", "H", "H", "C", "H", "C"], "coordinates": [[-1.6533, 1.2102, 4.0760], [-1.0916, 0.1199, 2.4980], [2.5026, 0.8074, -3.1726], [1.4643, -0.0262, -1.4164], [1.1226, -2.3707, 0.0733], [-1.9218, 1.2638, -2.9939], [-1.1341, -2.7195, 0.8221], [0.2235, 1.7720, -4.1072], [2.4020, -0.2321, -0.8101], [-1.9605, 0.3979, 3.5701], [0.2476, 1.1721, -3.1587], [1.1283, 0.1321, 1.7700], [-1.0088, -0.0219, -1.6183], [-0.8132, -1.7412, 1.0168], [0.2256, -1.4052, 0.1764], [0.2681, 0.5182, 2.6172], [-1.0032, 0.9315, -2.6371], [1.6138, -2.2804, -0.6797], [-2.4309, -1.3412, 2.2421], [0.1804, -0.4443, -0.9516], [0.3574, 1.1547, 3.5944], [-2.0432, -0.3147, -1.2293], [-1.4807, -0.9905, 1.8602], [2.1505, 0.0312, 1.5542], [1.5181, 0.6437, -2.6540]], "forces_ev_per_a": [[-0.164, -1.149, -1.293], [-0.952, -1.431, -0.501], [-1.366, 0.133, 0.616], [-0.004, 0.021, -0.753], [-2.330, -1.180, 3.597], [-1.106, 0.824, -0.886], [-0.134, 1.122, 0.619], [0.586, -0.513, 1.034], [-1.268, 0.086, -1.014], [0.321, 0.685, 0.342], [1.827, 0.599, -2.004], [-0.492, -2.651, -3.162], [-1.019, -0.343, 2.246], [-0.515, -1.922, -1.353], [2.158, 3.426, 1.375], [-0.407, 2.205, 3.378], [2.494, -2.262, 1.617], [2.104, 0.385, -3.370], [-0.018, -0.255, -0.229], [-0.547, 0.566, -0.798], [0.209, -1.042, -1.880], [1.689, 0.067, -0.377], [-0.654, 1.551, 2.002], [1.020, 0.448, 0.385], [-1.433, 0.628, 0.408]], "lumo_energy_ev": [-4.1, -4.1], "orbital_gap_ev": [7.66, 7.66], "e_above_lowest_kcal_mol": 122.2, "homo_ev": [-11.72, -11.73], "total_charge": 1, "max_force_ev_per_a": 4.4}



Entry 5:
{"formula": "C10H11N2O2S", "method": "the ωB97M-V functional and the def2-TZVPD basis", "symbols": ["H", "H", "C", "H", "C", "H", "C", "H", "O", "C", "C", "C", "C", "H", "H", "N", "H", "S", "C", "N", "C", "H", "C", "O", "H", "H"], "coordinates": [[-0.7367, -2.6860, -0.4953], [-1.7061, 0.4323, -1.8307], [1.6849, 0.3534, -0.2112], [0.4647, -1.9367, 0.4259], [-0.6218, 0.6388, 0.2173], [1.7538, 2.8506, 0.8727], [0.6610, 1.2115, 0.3619], [1.3302, -0.0780, -1.2346], [-1.0028, 5.2046, 2.0653], [-1.3538, -0.5719, -1.6582], [0.7612, 2.5046, 0.9608], [2.7392, -0.1693, 0.3741], [-0.3182, 3.0737, 1.5726], [-2.4429, 3.0514, 2.0324], [-1.1367, -2.0273, 1.0756], [-0.7940, -0.5546, -0.5341], [-1.4889, -1.4399, -2.2625], [3.8152, -1.3694, -0.2540], [-1.7331, 1.3228, 0.7120], [-0.0905, 4.4738, 1.9685], [-1.5877, 2.4688, 1.4710], [-2.8362, 1.0567, 0.5842], [-0.5533, -1.8693, 0.2005], [1.1167, 4.7275, 2.0522], [3.4528, -1.2180, -1.5163], [3.1035, 0.0756, 1.4754]], "forces_ev_per_a": [[-0.267, 0.124, -0.115], [-0.183, 0.079, -1.526], [-0.802, -0.350, -2.336], [1.609, 0.166, 0.617], [-0.164, 2.493, 0.738], [0.630, 1.118, 0.388], [-1.722, -0.155, 0.420], [1.278, 0.813, 1.689], [-1.807, 1.498, 0.483], [-0.469, 1.893, 0.178], [0.476, -3.341, -0.900], [1.878, 0.179, 2.965], [-0.656, -0.693, -1.219], [1.516, -1.496, -1.596], [-0.752, 0.636, 0.593], [-0.316, -3.205, 2.211], [-0.224, -0.490, -0.140], [0.271, -0.141, 0.171], [-2.374, -0.111, 0.576], [3.178, -1.590, -0.172], [-0.431, 2.480, 1.536], [1.833, -0.371, -0.044], [0.190, -0.004, -2.036], [-1.380, 0.720, 0.428], [-0.113, -0.098, -0.567], [-1.195, -0.155, -2.341]], "lumo_energy_ev": -5.1, "smiles": "C=[N+](C)c1ccc([N+](=O)[O-])cc1/C=C/S", "orbital_gap_ev": 7.08, "e_above_lowest_kcal_mol": 104.4, "homo_ev": -12.14, "total_charge": 1, "max_force_ev_per_a": 3.9}